# 1
The following is a quantum chemistry calculation of 2 unconnected molecules or ions with the total composition C4H13NO2S in a non-equilibrium geometry, from the Open Molecules 2025 dataset.

The geometry in XYZ format:
```
21
Properties=species:S:1:pos:R:3:forces:R:3:mulliken_charge:R:1
N 1.467 1.122 0.500 0.1065 -6.1704 2.1105 -0.69
C 0.147 0.237 0.518 2.9191 2.1706 -1.5343 0.35
C -0.624 0.472 1.722 -2.4485 2.0088 2.4639 -0.52
O -0.150 -0.358 2.771 1.3005 3.7861 1.3766 -0.53
C -0.415 0.535 -0.844 1.4591 0.7655 -1.0715 -1.01
C -1.304 -0.397 -1.551 -2.8664 -0.3158 -0.3661 -0.60
S -2.858 -0.698 -0.528 -0.1143 -1.3279 -0.1793 -0.28
H 1.109 1.970 0.286 -0.5876 3.7979 0.0680 0.26
H 1.882 0.919 1.457 -0.6603 1.4950 -1.5169 0.27
H 0.530 -0.710 0.724 0.5557 -2.1179 -0.8391 0.48
H -1.707 0.303 1.658 0.2087 -0.0854 -0.5689 0.28
H -0.586 1.603 2.057 0.3392 -2.1741 -0.3125 0.19
H -0.295 -1.256 2.687 -0.8898 -2.7129 -0.8654 0.29
H -0.978 1.471 -0.793 0.4520 0.3997 0.0387 0.32
H 0.520 0.645 -1.530 -1.6903 0.1952 1.0444 0.31
H -0.831 -1.331 -1.783 0.0442 -0.4219 -0.3490 0.43
H -1.820 0.118 -2.399 1.3208 -0.6965 0.1508 0.33
H -3.323 -1.908 -1.052 0.6534 1.2082 0.2707 0.13
O 2.972 -1.321 -1.559 1.3513 3.1925 1.7424 -0.64
H 2.537 -0.769 -0.856 -0.8392 -1.1351 -0.5219 0.27
H 3.729 -0.647 -1.485 -0.6141 -1.8616 -1.1409 0.35
```
Positions in Å, forces in eV/Å.

Output
HOMO level: -9.17 eV
SMILES: N[C@@H](CO)CCS.O
strongest force on any atom: 0.12684 hartree/bohr
E_LUMO: 0.693 eV
charge: 0

=====

# 2
The following is a quantum chemistry calculation of 2 unconnected molecules or ions with the total composition C4H13NO3 in a non-equilibrium geometry, from the Open Molecules 2025 dataset.

The geometry in XYZ format:
```
21
Properties=species:S:1:pos:R:3:forces:R:3:mulliken_charge:R:1
C 0.670 1.781 -1.201 -0.5137 0.3525 -0.1699 -0.99
N -0.400 0.813 -0.840 1.9304 0.5650 -0.1501 -0.24
C 0.203 -0.175 0.030 -1.8967 -3.2692 -0.2363 0.10
C -0.920 -0.993 0.710 -0.9108 -0.1829 2.2191 -0.96
O -0.438 -2.052 1.554 0.5583 -0.3124 0.1599 -0.53
C 1.119 -1.237 -0.616 0.5111 0.4469 -0.9960 -0.48
O 2.444 -0.733 -0.350 -0.1371 -0.9717 -0.5028 -0.53
H 0.159 2.589 -1.725 0.3876 0.4992 0.4328 0.34
H 1.513 1.501 -1.824 -0.1812 -0.9942 -0.6678 0.31
H 1.245 2.031 -0.305 -0.7526 0.6750 0.1849 0.35
H -0.757 0.397 -1.693 0.0180 -0.2556 0.0709 0.29
H 0.762 0.305 0.830 0.0427 0.1464 -0.0746 0.35
H -1.628 -1.647 0.171 0.2972 1.2029 -1.0463 0.30
H -1.511 -0.314 1.364 0.1015 -0.1707 -0.7356 0.42
H 0.008 -1.747 2.346 0.0397 0.3795 0.0139 0.30
H 0.950 -1.355 -1.714 0.0081 0.8166 0.3353 0.28
H 0.960 -2.296 -0.319 0.2125 0.8639 0.8262 0.40
H 3.034 -1.321 -0.831 0.3742 0.1421 0.1361 0.30
O -2.487 2.144 0.782 -0.1098 0.2557 -0.0496 -0.65
H -2.498 1.756 -0.100 -0.0149 -0.1989 0.0684 0.34
H -1.603 2.523 0.786 0.0354 0.0100 0.1814 0.30
```
Positions in Å, forces in eV/Å.

Output
HOMO level: -9.33 eV
SMILES: CNC(CO)CO.O
strongest force on any atom: 0.07365 hartree/bohr
E_LUMO: 0.751 eV
charge: 0

=====

# 3
The following is a quantum chemistry calculation of 2 unconnected molecules or ions with the total composition C4H13NO3 in a non-equilibrium geometry, from the Open Molecules 2025 dataset.

The geometry in XYZ format:
```
21
Properties=species:S:1:pos:R:3:forces:R:3:mulliken_charge:R:1
C 0.234 -1.854 0.076 0.2886 -0.2888 -0.4218 -1.56
C -0.194 -0.583 0.820 -0.5432 -0.5574 -0.5468 0.62
C -1.727 -0.513 0.886 -0.1410 0.2505 0.2221 -0.69
O -2.284 -0.707 2.174 0.1119 -0.1943 0.4508 -0.54
N 0.322 0.629 0.231 -0.1164 0.1205 0.6265 -0.20
C 1.724 0.797 0.092 -0.4686 0.6728 -0.7387 -0.60
O 2.164 0.737 -1.283 0.2145 -0.5327 0.2286 -0.53
H 1.272 -2.140 0.261 0.0735 0.1570 0.1001 0.37
H -0.368 -2.737 0.310 -0.0459 0.1818 0.1843 0.44
H 0.152 -1.683 -1.003 -0.1551 -0.0202 0.0431 0.33
H 0.142 -0.663 1.847 0.2033 0.0303 0.3862 0.21
H -2.197 -1.250 0.256 0.0086 -0.5829 -0.1268 0.37
H -2.086 0.417 0.482 0.0520 0.8255 -0.1482 0.30
H -1.862 -0.130 2.827 -0.0621 -0.0760 -0.4366 0.31
H -0.252 1.082 -0.474 0.2705 -0.2085 0.0683 0.25
H 2.001 1.822 0.332 0.2095 0.0093 0.3701 0.29
H 2.227 0.082 0.751 0.1585 0.1230 -0.1840 0.36
H 2.057 -0.171 -1.592 -0.0359 0.0693 -0.0334 0.32
O -0.570 1.942 -2.283 -0.2949 -0.0801 0.0179 -0.68
H 0.350 2.179 -2.447 -0.0675 0.1043 0.0571 0.33
H -1.106 2.744 -2.263 0.3398 -0.0035 -0.1188 0.31
```
Positions in Å, forces in eV/Å.

Output
HOMO level: -8.60 eV
SMILES: C[C@H](CO)NCO.O
strongest force on any atom: 0.02146 hartree/bohr
E_LUMO: 0.728 eV
charge: 0

=====

# 4
The following is a quantum chemistry calculation of 4 unconnected molecules or ions with the total composition C4H13NO3 in a non-equilibrium geometry, from the Open Molecules 2025 dataset.

The geometry in XYZ format:
```
21
Properties=species:S:1:pos:R:3:forces:R:3:mulliken_charge:R:1
C -2.654 0.312 -0.330 -0.0030 -0.8255 -0.8673 -0.51
N -1.669 -0.108 -1.015 0.1021 0.9297 1.1488 -0.41
C -0.407 0.495 -0.769 0.2541 0.4284 -0.3547 -0.38
C 0.299 0.581 0.359 -0.6158 0.1949 -0.5280 0.77
C 1.752 0.941 0.320 0.5614 0.4746 0.1956 -1.48
H -2.642 1.148 0.360 0.3041 0.2867 0.0048 0.48
H -3.596 -0.223 -0.452 -0.0533 0.1337 -0.0001 0.27
H 0.081 0.919 -1.645 -0.3656 -0.4885 -0.3003 0.22
H -0.208 0.413 1.291 0.1714 -0.6064 0.3483 -0.07
H 2.183 1.112 1.309 -0.1077 -0.2713 -0.0209 0.36
H 1.969 1.864 -0.215 -0.3060 0.2553 -0.1829 0.44
H 2.350 0.186 -0.199 -0.1230 -0.1796 0.3527 0.34
O -2.438 -0.322 2.515 -0.2885 -1.9079 0.6928 -0.62
H -3.182 0.003 2.001 0.8848 0.8857 0.2961 0.32
H -1.654 0.181 2.731 -0.7047 0.8924 -0.5643 0.34
O 1.901 -0.067 -3.052 0.2042 -0.2947 0.2355 -0.66
H 2.139 -0.928 -2.685 0.0229 -0.1021 -0.3002 0.36
H 1.638 0.391 -2.250 0.0317 0.2315 -0.0886 0.25
O 1.576 -2.383 0.249 -0.2840 -0.0129 0.0417 -0.64
H 1.946 -2.225 1.124 -0.1132 -0.0406 -0.0808 0.31
H 0.614 -2.291 0.352 0.4282 0.0166 -0.0280 0.33
```
Positions in Å, forces in eV/Å.

Output
HOMO level: -9.22 eV
SMILES: C=N/C=C/C.O.O.O
strongest force on any atom: 0.03987 hartree/bohr
E_LUMO: 0.515 eV
charge: 0

=====

# 5
The following is a quantum chemistry calculation of 3 unconnected molecules or ions with the total composition C4H13NO3, from the Open Molecules 2025 dataset.

The geometry in XYZ format:
```
21
Properties=species:S:1:pos:R:3:forces:R:3:mulliken_charge:R:1
C -1.548 -0.683 0.414 -0.0258 0.1598 0.1166 0.45
C -3.029 -0.639 0.050 0.1163 0.0247 0.0674 -1.38
O -0.757 -0.411 -0.630 0.3322 -0.0726 0.1648 -0.72
O -1.307 0.260 1.551 -0.0883 -0.2034 -0.2629 -0.63
H -1.853 1.041 1.392 0.0200 -0.0572 -0.0174 0.32
H 0.566 1.122 -0.868 0.0732 0.0373 0.0869 0.33
H -1.316 -1.655 0.891 0.0113 0.0302 -0.0042 0.24
H -3.236 -1.392 -0.710 0.0170 0.0217 0.0293 0.35
H -3.658 -0.826 0.922 0.0333 -0.0001 -0.0328 0.35
H -3.275 0.339 -0.373 0.0217 -0.0219 0.0155 0.36
C 1.138 -1.221 -0.338 -0.2376 0.4160 0.0235 -0.44
C 2.655 1.289 -0.740 -0.0870 -0.0026 0.0693 -0.89
N 1.355 0.852 -0.285 -0.1430 -0.3041 0.1326 -0.15
O 1.150 1.320 1.026 -0.0012 -0.1436 -0.2997 -0.41
H 0.299 0.887 1.308 0.0667 0.0426 -0.1036 0.43
H 2.782 2.369 -0.619 -0.0073 -0.0641 -0.0023 0.32
H 0.459 -1.997 -0.005 -0.0739 0.0413 -0.0093 0.39
H 1.413 -1.320 -1.379 -0.0081 0.0292 0.0135 0.20
H 1.981 -1.130 0.342 0.0165 0.0426 -0.0126 0.25
H 2.759 1.020 -1.792 -0.0129 0.0159 0.0409 0.34
H 3.423 0.777 -0.157 -0.0230 0.0081 -0.0156 0.30
```
Positions in Å, forces in eV/Å.

Output
HOMO level: -8.24 eV
strongest force on any atom: 0.00933 hartree/bohr
E_LUMO: 0.512 eV
charge: 0

=====

# 6
The following is a quantum chemistry calculation of 4 unconnected molecules or ions with the total composition C4H13NO3 in a non-equilibrium geometry, from the Open Molecules 2025 dataset.

The geometry in XYZ format:
```
21
Properties=species:S:1:pos:R:3:forces:R:3:mulliken_charge:R:1
C -1.406 -0.273 -1.650 -0.6985 -0.0256 -0.0305 -0.23
N -1.052 -0.888 -2.691 0.8153 0.1058 -0.1307 -0.46
C -0.225 -2.018 -2.579 -1.0681 -1.1796 0.0026 0.59
C 1.098 -2.082 -2.518 0.3515 0.2718 -0.6510 -0.87
C -1.074 -3.322 -2.618 1.0097 1.6711 -0.6711 -1.08
H -2.125 0.532 -1.803 0.1964 0.1348 0.2732 0.26
H -1.166 -0.571 -0.616 0.2480 0.1227 -0.3624 0.25
H 1.729 -1.247 -2.793 -0.0461 0.2158 0.5630 0.31
H 1.590 -3.049 -2.453 -0.1857 0.1094 -0.0488 0.26
H -2.118 -3.029 -2.683 -0.1865 -0.3443 0.9173 0.33
H -0.682 -3.866 -1.759 -0.8184 -0.6322 -0.2338 0.36
H -0.911 -3.778 -3.598 0.3889 -0.4459 0.3810 0.27
O -0.071 1.510 2.900 -1.4636 -0.0700 1.1721 -0.70
H -0.752 2.160 3.177 0.6256 0.1632 -0.7119 0.33
H -0.115 0.987 3.720 0.5551 -0.3329 -0.4611 0.33
O 0.120 4.180 3.435 -0.5617 0.5616 0.0773 -0.64
H -0.317 5.046 3.415 0.2029 -0.2902 0.0990 0.30
H 0.372 4.029 2.522 0.2607 -0.0194 -0.1718 0.33
O 2.568 2.211 2.778 0.4643 -0.0444 0.0143 -0.67
H 1.602 2.123 2.807 0.2198 -0.3426 0.1221 0.42
H 2.936 1.344 3.006 -0.3095 0.3706 -0.1488 0.29
```
Positions in Å, forces in eV/Å.

Output
HOMO level: -8.75 eV
SMILES: C=NC(=C)C.O.O.O
strongest force on any atom: 0.04015 hartree/bohr
E_LUMO: 0.466 eV
charge: 0